1.
Formula: C12H10
Source: the Open Molecules 2025 dataset
Level of theory: ωB97M-V with the def2-TZVPD basis set

Atoms and positions in Å:
C 2.132 -1.751 -0.267
C 2.767 -0.696 0.021
C 1.490 -2.848 -0.017
C -0.424 -2.166 -0.627
C 1.043 0.690 0.110
C -0.044 0.111 0.190
C -2.193 -1.372 0.895
C 2.495 0.778 0.230
C -2.526 -0.629 -0.283
C -0.973 -0.982 -0.002
C 3.290 1.822 -0.462
C -3.106 0.849 -0.215
H -2.258 -0.932 1.860
H -2.430 -2.377 1.021
H 2.780 0.841 1.393
H -2.846 -1.115 -1.236
H 3.092 1.793 -1.548
H 4.346 1.693 -0.441
H 3.226 2.802 -0.110
H -4.175 0.750 -0.526
H -2.580 1.601 -0.891
H -3.107 1.137 0.906

Properties
LUMO energy (alpha / beta) in eV: -0.9 / -0.9
E_tot in eV: -12591.8060
Charge: 0
HOMO energy (alpha / beta) in eV: -7.67 / -7.67
2S+1: 1

---

2.
Formula: C12H10BrIN2O3P2SV
Source: the Open Molecules 2025 dataset
Level of theory: ωB97M-V with the def2-TZVPD basis set

Atoms and positions in Å:
N 0.709 3.316 2.356
P 1.522 2.194 1.712
N 0.706 1.608 0.086
C 1.583 0.842 -0.688
C 2.567 1.535 -1.394
C 3.472 0.841 -2.149
C 3.431 -0.565 -2.207
C 2.466 -1.253 -1.523
I 2.505 -3.378 -1.739
C 1.519 -0.568 -0.750
S 0.295 -1.398 0.118
C -0.942 -0.244 0.288
C -0.555 1.178 0.256
C -1.530 2.180 0.496
C -2.800 1.815 0.715
C -3.185 0.417 0.747
Br -4.941 0.156 1.121
C -2.269 -0.623 0.537
P -2.923 -2.344 0.647
O -3.426 -2.584 1.990
O -1.802 -3.351 0.152
O -3.938 -2.336 -0.550
H 0.352 3.111 3.286
H 1.658 0.972 2.396
H 2.752 2.524 1.156
H 2.604 2.614 -1.337
H 4.230 1.367 -2.711
H 4.167 -1.093 -2.798
H -1.234 3.218 0.474
H -3.569 2.557 0.884
H -1.166 -3.556 0.852
H -4.693 -2.926 -0.381
V 2.436 -6.227 -2.040

Properties
LUMO energy in eV: -13.1
E_tot in eV: -154938.3182
Charge: +3
HOMO energy in eV: -16.93
2S+1: 1

---

3.
Formula: C12H10BrN3Ti
Source: the Open Molecules 2025 dataset
Level of theory: ωB97M-V with the def2-TZVPD basis set

Atoms and positions in Å:
C -1.907 -0.844 -0.815
C -1.710 -1.354 0.506
C -1.782 -0.247 1.406
H -1.551 -2.380 0.775
C -1.972 0.955 0.647
C -2.038 0.582 -0.734
H -2.168 1.253 -1.561
H -1.944 -1.430 -1.719
H -1.671 -0.299 2.476
H -2.016 1.952 1.039
Ti -0.017 0.001 0.031
Br 1.154 -0.838 -1.768
C 2.786 0.683 -4.898
C 1.679 1.478 -5.335
C 0.680 0.596 -5.860
H 1.610 2.548 -5.281
C 1.170 -0.745 -5.748
C 2.472 -0.692 -5.153
H 3.104 -1.533 -4.941
H 3.694 1.051 -4.460
H -0.269 0.889 -6.268
H 0.655 -1.634 -6.058
N 0.550 0.063 2.103
C 0.342 0.331 3.293
N 0.072 0.662 4.451
C 0.045 -0.157 5.554
N 0.035 -0.887 6.472

Properties
LUMO energy (alpha / beta) in eV: 5.1 / 5.0
E_tot in eV: -110233.6029
Charge: -2
HOMO energy (alpha / beta) in eV: -0.23 / -0.25
2S+1: 3

---

4.
Formula: C12H10Cl2MnNOS
Source: the Open Molecules 2025 dataset
Level of theory: ωB97M-V with the def2-TZVPD basis set

Atoms and positions in Å:
Mn 0.072 -0.183 0.634
Cl -1.113 0.685 -1.249
C -2.720 1.048 -0.550
C -3.626 1.576 -1.446
C -4.888 1.881 -0.975
C -5.194 1.650 0.356
C -4.250 1.118 1.217
Cl -4.714 0.862 2.864
C -2.955 0.790 0.797
S -1.791 0.114 1.942
H -3.354 1.743 -2.478
H -5.629 2.296 -1.643
H -6.176 1.882 0.744
O 1.400 -1.017 2.191
C 2.743 -1.392 1.893
C 2.994 -1.112 0.437
C 4.234 -1.390 -0.109
C 4.450 -1.128 -1.446
C 3.421 -0.593 -2.210
C 2.217 -0.343 -1.598
N 1.999 -0.596 -0.291
H 1.182 -1.176 3.119
H 2.892 -2.453 2.095
H 3.439 -0.817 2.505
H 5.014 -1.808 0.514
H 5.413 -1.339 -1.892
H 3.549 -0.373 -3.260
H 1.393 0.074 -2.161

Properties
LUMO energy (alpha / beta) in eV: -3.3 / -3.6
E_tot in eV: -83339.6168
Charge: +1
HOMO energy (alpha / beta) in eV: -11.04 / -11.18
2S+1: 6

---

5.
Formula: C12H10ClN3O2
Source: the Open Molecules 2025 dataset
Level of theory: ωB97M-V with the def2-TZVPD basis set

Atoms and positions in Å:
O 1.760 0.956 -2.432
Cl 2.760 -5.624 0.069
O -0.823 -2.655 2.243
C 1.303 0.368 -1.478
C 2.265 -3.013 -0.468
C 1.710 -1.706 -0.218
C 0.786 -1.580 0.824
C 2.043 -4.065 0.420
C -2.052 2.192 -1.231
C -2.466 1.805 0.047
C -0.841 1.650 -1.733
C -1.692 0.949 0.815
C -0.017 0.729 -0.980
C -0.494 0.381 0.277
N 2.146 -0.621 -0.993
N 0.193 -0.370 1.224
N 0.422 -2.648 1.589
C 1.273 -3.824 1.698
H -1.597 -2.606 1.625
H 2.912 -3.199 -1.316
H -2.639 2.931 -1.813
H -3.399 2.205 0.476
H -0.512 2.004 -2.716
H -2.072 0.670 1.818
H 2.905 -0.772 -1.623
H -0.212 -0.443 2.163
H 2.013 -3.729 2.512
H 0.636 -4.713 1.889

Properties
LUMO energy in eV: 0.2
E_tot in eV: -33691.3994
Charge: 0
HOMO energy in eV: -7.02
SMILES: O=C1NC2=C(Nc3ccccc31)N(O)CC(Cl)=C2
2S+1: 1

---

6.
Formula: C12H10CsN3O5S5
Source: the Open Molecules 2025 dataset
Level of theory: ωB97M-V with the def2-TZVPD basis set

Atoms and positions in Å:
Cs 0.394 -0.859 -0.740
O 3.458 1.850 2.587
C 2.670 1.043 2.064
O 1.471 1.227 1.697
C 3.224 -0.377 1.852
C 4.291 -0.820 2.620
C 4.782 -2.100 2.401
C 4.206 -2.890 1.418
C 3.155 -2.367 0.676
N 2.667 -1.139 0.902
C 2.513 -3.222 -0.431
O 2.578 -4.453 -0.259
O 1.988 -2.579 -1.387
H 4.708 -0.146 3.354
H 5.608 -2.479 2.992
H 4.536 -3.898 1.207
C -2.831 4.496 -2.311
S -2.814 4.427 -4.118
C -3.565 2.876 -4.391
C -3.069 1.659 -3.999
S -1.662 1.258 -3.120
S -4.150 0.347 -4.488
C -5.378 1.216 -5.311
S -6.689 0.516 -6.075
S -5.087 2.892 -5.253
H -2.274 5.393 -2.023
H -2.325 3.611 -1.921
H -3.853 4.558 -1.937
N -1.986 -1.787 3.562
C -1.255 -1.215 2.512
N -0.072 -0.664 2.863
O -1.706 -1.240 1.369
H -1.464 -2.101 4.362
H -2.671 -2.443 3.230
H 0.153 -0.594 3.840
H 0.449 0.005 2.255

Properties
LUMO energy in eV: 3.8
E_tot in eV: -82043.6218
Charge: -2
HOMO energy in eV: -2.26
2S+1: 1